Entry from the Open Molecules 2025 dataset: a 2-piece molecular cluster, C8H14NOPS overall in a non-equilibrium geometry (ωB97M-V with the def2-TZVPD basis set).

XYZ file:
```
26
Properties=species:S:1:pos:R:3:forces:R:3
C 0.838145 -2.984476 1.914737 0.9 1.0 -0.1
C 0.535308 -3.074893 -1.904804 1.6 -2.7 0.4
C 0.914220 -1.793918 -1.399756 -0.3 1.4 0.9
C 0.374338 0.462104 0.036575 2.7 2.2 1.9
C 0.223782 2.913547 -0.447568 0.7 -3.1 -2.2
C 0.344914 2.033459 1.841376 -0.8 -0.7 1.9
C -1.833115 1.727150 0.527309 1.2 0.5 -0.8
C -0.283598 1.772607 0.489688 0.3 -0.2 0.0
N -0.682247 -3.293038 -2.439085 -1.4 1.1 -0.9
O 1.317999 -4.018163 -1.733524 0.0 0.4 0.1
P -0.495169 -3.289321 2.550688 -1.1 -0.6 0.4
S -0.312900 -0.673264 -0.903726 -3.1 -2.0 -2.3
H 1.740873 -2.508434 1.593989 0.2 -0.4 -0.2
H 1.825066 -1.674403 -0.849956 0.6 -0.3 -0.3
H 1.465410 0.351717 0.231387 -0.9 0.2 0.0
H 1.312042 2.676201 -0.574361 -0.7 0.5 0.0
H 0.141454 3.841119 0.000876 -0.5 2.0 0.8
H -0.223770 2.872439 -1.497775 0.4 0.2 1.5
H 0.038063 2.947307 2.384165 -0.1 -0.1 -0.7
H -0.004474 1.196501 2.516199 0.8 0.7 -0.5
H 1.431882 2.050014 1.761962 0.0 -0.1 0.2
H -2.388704 1.154438 1.226068 0.4 -1.2 1.1
H -2.064894 1.273604 -0.438131 -0.8 0.9 -0.2
H -2.179328 2.733103 0.778086 -0.2 0.1 -1.0
H -0.999899 -2.475607 -2.949546 -0.7 -0.5 0.1
H -1.035397 -4.219794 -2.714872 0.9 0.9 0.2
```
Forces are in eV/Å.

Summary:
**Kohn-Sham gap (alpha / beta)**: 7.102 / 8.162 eV
**Spin multiplicity**: 3
**Total energy**: -32179.136 eV
**ΔE to the lowest compared entry with this formula, charge and spin**: 0.4174 eV



Entry from the Open Molecules 2025 dataset: C8H14NOS as an isolated structure in a non-equilibrium geometry (ωB97M-V with the def2-TZVPD basis set).

XYZ file:
```
25
Properties=species:S:1:pos:R:3:forces:R:3
C -2.305724 0.672329 1.044681 -1.1 0.2 -0.6
C -1.478866 0.590912 2.079320 -0.8 -0.2 1.5
C -1.931486 0.532197 -0.412956 -0.3 3.1 -0.8
C 1.790462 -0.945164 -1.611148 1.1 2.3 -1.3
C 0.980673 0.027837 -2.530530 1.7 0.1 2.7
C -0.016041 0.282238 2.036553 1.3 1.9 -3.3
C 0.319582 -0.310874 0.208713 -2.3 -0.8 3.0
C -0.434400 0.513719 -0.808898 -0.1 1.5 1.0
N 1.733982 -0.474124 -0.205294 -0.7 0.2 1.9
O -0.309860 -0.049884 -2.134458 -2.4 1.3 2.1
S 0.702218 -0.818476 3.157974 1.2 -0.8 0.9
H -3.439504 0.880667 1.150151 2.1 -0.4 0.3
H -1.917780 0.705394 3.114936 0.7 -0.1 -1.2
H -2.434950 -0.318485 -0.821111 -0.3 -0.6 -0.5
H -2.407339 1.501260 -0.918489 0.9 -2.2 0.7
H 1.429185 -1.958757 -1.582469 0.0 -0.3 -0.3
H 2.845810 -0.805466 -1.801295 0.4 -0.8 -0.7
H 1.374586 1.070872 -2.290089 -0.1 -1.0 -1.1
H 0.946540 -0.291546 -3.520814 0.9 -0.2 -1.9
H 0.618935 1.239603 2.284498 -1.2 -1.4 -1.2
H -0.178106 -1.312365 0.247050 0.7 0.6 0.1
H 0.033000 1.606674 -0.702502 -1.0 -1.9 -0.9
H 2.221836 -1.247087 0.254988 -0.3 0.4 0.9
H 2.176370 0.409600 0.127733 0.3 -0.6 -1.2
H -0.319125 -1.501074 3.633455 -0.7 -0.4 -0.1
```
Forces are in eV/Å.

Summary:
**Kohn-Sham gap**: 9.498 eV
**Total charge**: +1
**Total energy**: -22886.273 eV
**ΔE to the lowest compared entry with this formula, charge and spin**: 1.7124 eV



Entry from the Open Molecules 2025 dataset: an isolated ion of composition C8H14NS and charge +1 in a non-equilibrium geometry (ωB97M-V with the def2-TZVPD basis set).

XYZ file:
```
24
Properties=species:S:1:pos:R:3:forces:R:3
C -0.354207 -2.139568 -0.369793 1.1 -1.0 -2.0
C -0.008049 -0.823248 -0.077611 0.6 1.7 0.2
C -1.475349 -2.790740 -0.024543 -0.2 0.4 1.0
C 0.438088 0.286468 0.105811 -0.2 0.2 0.3
C -1.601116 -4.178798 -0.419178 1.2 -2.3 -3.3
C 1.879654 1.941496 1.200584 -0.3 0.2 3.2
C -0.427712 2.518900 0.413499 -1.5 2.1 0.0
C 1.370700 2.075333 -1.140434 -0.1 1.3 -3.3
N 0.807302 1.670880 0.170638 -0.2 -0.4 0.2
S -2.802883 -2.186060 0.981869 1.2 0.6 -0.7
H 0.348627 -2.643623 -1.157849 -1.3 0.8 1.8
H -2.263635 -0.946859 0.887535 -0.6 -0.1 0.4
H -2.276566 -4.285288 -1.349409 0.6 0.1 1.6
H -0.554275 -4.538495 -0.835967 -2.1 0.5 1.1
H -1.925256 -4.854678 0.370384 -0.1 0.1 -0.1
H 1.376314 2.322835 2.217251 1.2 -1.0 -2.4
H 2.499461 1.034948 1.428012 -0.9 0.7 -0.5
H 2.551607 2.700567 0.814797 -0.2 0.2 0.1
H -0.219707 3.543175 -0.158181 -0.8 -2.3 1.5
H -1.394532 1.980318 0.020505 2.2 1.1 0.7
H -0.515514 2.763000 1.527915 0.0 -0.7 -1.7
H 1.132742 1.278460 -1.836912 0.0 0.1 -0.2
H 0.965968 3.074744 -1.612534 0.5 -2.0 1.4
H 2.448338 2.196229 -1.156389 0.1 -0.3 0.5
```
Forces are in eV/Å.

Summary:
**SMILES**: C/C(S)=C/C#C[N+](C)(C)C
**Kohn-Sham gap**: 8.996 eV
**Total charge**: +1
**Total energy**: -20837.258 eV
**ΔE to the lowest compared entry with this formula, charge and spin**: 4.5637 eV



Entry from the Open Molecules 2025 dataset: C8H14O as an isolated structure in a non-equilibrium geometry (ωB97M-V with the def2-TZVPD basis set).

XYZ file:
```
23
Properties=species:S:1:pos:R:3:forces:R:3
C 0.015331 -0.925931 0.551915 -1.0 1.1 0.3
C 1.468867 -0.440247 0.573043 0.0 0.3 -0.2
C -1.994883 0.555435 -0.595905 0.2 0.4 -0.2
C -0.484942 -1.530239 1.846012 0.2 -0.1 -0.1
C 1.336283 0.044708 -1.911624 -0.1 0.0 0.0
C -0.920954 0.769255 0.459408 0.2 -2.2 0.4
C 1.148575 0.515196 -0.510589 -0.3 0.6 0.1
C 0.413975 1.700776 -0.232373 0.8 -0.1 -0.3
O -1.208366 1.136064 1.607701 0.3 0.3 -0.3
H -0.184122 -1.561458 -0.308620 0.0 0.0 -0.1
H 2.227893 -1.182448 0.320784 0.0 0.0 0.0
H 1.692617 0.047814 1.520697 0.0 0.0 0.0
H -2.569177 1.477712 -0.712051 0.0 0.0 0.0
H -1.566702 0.267824 -1.555620 0.0 0.0 0.0
H -2.671222 -0.230113 -0.258940 0.1 0.0 0.1
H -1.502191 -1.907167 1.723417 0.0 0.0 0.0
H 0.154806 -2.362449 2.156751 -0.1 0.0 0.1
H -0.508717 -0.776229 2.633033 0.0 0.0 0.0
H 1.234285 -1.036211 -2.013540 0.0 0.0 0.1
H 2.369742 0.293608 -2.186571 0.0 0.0 0.1
H 0.678882 0.546511 -2.620284 0.0 0.0 0.1
H 0.131886 2.295830 -1.095426 -0.1 -0.1 0.0
H 0.738134 2.301758 0.608783 -0.2 -0.1 0.1
```
Forces are in eV/Å.

Summary:
**Kohn-Sham gap (alpha / beta)**: 7.399 / 7.399 eV
**Total energy**: -10567.056 eV
**ΔE to the lowest compared entry with this formula, charge and spin**: 2.9882 eV



Entry from the Open Molecules 2025 dataset: a 2-piece molecular cluster, C8H14O2 overall in a non-equilibrium geometry (ωB97M-V with the def2-TZVPD basis set).

XYZ file:
```
24
Properties=species:S:1:pos:R:3:forces:R:3
C 1.009367 -1.039817 1.658639 0.1 0.0 0.0
C 2.074764 -0.054044 2.153167 -0.1 -0.1 0.0
C -0.345071 -0.405498 1.553326 0.0 -0.1 0.1
C -1.465084 -0.877363 2.088158 0.1 0.0 -0.1
H 1.304936 -1.402033 0.667849 0.0 0.0 0.0
H 0.959839 -1.912541 2.316027 0.0 0.0 0.0
H -0.377007 0.525977 0.994288 0.0 0.0 0.0
H 2.155075 0.794544 1.471660 0.0 0.0 0.0
H 1.825495 0.323392 3.146980 0.0 0.0 0.0
H 3.053283 -0.534655 2.208086 0.0 0.0 0.0
H -1.477867 -1.796193 2.663992 0.0 0.0 0.0
H -2.411669 -0.363289 1.974961 0.0 0.0 0.0
C 0.600742 -0.889303 -2.156677 0.1 -0.1 0.1
C 0.687798 0.387394 -1.618528 1.2 -0.5 -0.1
C -0.905643 1.174724 -2.094089 -0.4 -0.3 -0.6
C -2.033493 0.787389 -1.473322 0.3 0.2 -0.1
O -0.654323 2.431045 -2.556020 -0.1 -0.1 0.1
O 1.507734 1.157549 -1.225765 -0.8 -0.2 -0.3
H -1.285394 3.058810 -2.182390 0.0 0.0 0.0
H -0.351304 0.295250 -2.888466 -0.3 0.9 0.9
H 1.482725 -1.518045 -2.174995 0.0 0.0 0.3
H -0.352117 -1.397706 -2.119142 -0.1 0.1 -0.2
H -2.142750 -0.216656 -1.094953 0.1 -0.1 0.0
H -2.860034 1.471071 -1.312784 0.0 0.0 0.0
```
Forces are in eV/Å.

Summary:
**Kohn-Sham gap (alpha / beta)**: 8.308 / 8.307 eV
**Total energy**: -12612.791 eV
**ΔE to the lowest compared entry with this formula, charge and spin**: 5.2878 eV